{"formula": "C5H4Cl2", "method": "ωB97M-V/def2-TZVPD", "species": ["H", "C", "Cl", "C", "H", "H", "H", "Cl", "C", "C", "C"], "xyz": [[1.4607, 1.3873, -0.3825], [-0.0640, -1.2567, 0.5284], [-2.7074, 0.0884, -0.6310], [1.2266, 0.4818, -0.0110], [1.9914, -0.2183, -0.0530], [0.9170, -1.7679, 0.6166], [-1.0197, -1.5941, 0.9166], [-0.9160, 2.2885, -0.8904], [0.2199, 0.1562, 1.0128], [-1.1113, 0.6505, -0.5277], [0.0029, -0.2156, -0.5789]], "atomic_forces_ev_per_a": [[0.7, 3.1, -0.6], [1.2, 1.2, 0.1], [-0.4, -0.3, 0.3], [-1.7, -2.5, -0.3], [1.7, -1.1, 0.1], [-1.3, -0.6, -0.1], [0.4, -0.7, -0.4], [-0.2, 1.0, -0.4], [-1.7, 0.9, 0.0], [1.6, -0.7, 1.0], [-0.2, -0.4, 0.4]], "lumo_energy_ev": 0.49, "charge": 0, "orbital_gap_ev": 9.426, "homo_ev": -8.936}


{"formula": "C5H4ClFO", "method": "ωB97M-V/def2-TZVPD", "species": ["Cl", "C", "F", "H", "C", "C", "H", "C", "O", "H", "C", "H"], "xyz": [[0.6927, 1.6968, -0.0126], [0.7882, -0.0324, -0.1916], [-2.4404, -1.4996, -0.1021], [-0.2035, -1.9242, -0.3104], [2.1816, -0.4461, -0.1930], [-0.3122, -0.8702, -0.1144], [-3.4847, 0.9893, -0.0644], [-2.2998, 0.9206, 0.2445], [2.6364, -1.5600, 0.3451], [2.8030, 0.3423, -0.5628], [-1.7105, -0.2548, 0.0862], [-1.9036, 1.8223, 0.3192]], "atomic_forces_ev_per_a": [[0.0, -0.2, -0.1], [-2.2, -1.7, 0.8], [-0.4, 2.5, 0.4], [-0.1, 0.0, 0.3], [1.9, -5.7, 2.9], [0.9, 4.6, 0.3], [3.0, -0.6, 1.3], [-5.3, -4.0, -2.1], [-2.4, 5.6, -3.0], [1.2, 0.2, -0.3], [1.2, -4.0, -1.0], [2.2, 3.4, 0.5]], "lumo_energy_ev": -1.25, "charge": 0, "smiles": "C=C(F)/C=C(\\Cl)C=O", "orbital_gap_ev": 8.597, "homo_ev": -9.848}


{"formula": "C5H4ClO", "method": "ωB97M-V/def2-TZVPD", "species": ["O", "H", "H", "C", "H", "H", "C", "C", "Cl", "C", "C"], "xyz": [[1.5114, -0.4952, 0.9286], [-1.9766, 0.1989, -1.3554], [-0.8691, 2.3388, 0.3829], [-1.1415, 0.3234, -0.7894], [1.3676, -2.0731, -0.4939], [-0.4645, -1.4194, -1.7865], [-0.9344, 1.3550, -0.0778], [0.8387, 0.5199, 1.3861], [0.9470, 1.1875, 2.8345], [-0.2164, -0.8606, -0.8490], [0.9377, -1.0751, -0.1801]], "atomic_forces_ev_per_a": [[-0.6, 1.1, 1.7], [-2.5, 0.2, -1.9], [-0.6, -0.4, -0.5], [2.3, -1.7, 1.2], [0.4, 1.6, 0.9], [0.7, -0.1, 1.4], [2.8, 0.6, 3.0], [-2.3, 0.4, -4.0], [1.0, -0.1, 1.3], [0.1, 1.5, -0.5], [-1.4, -3.1, -2.5]], "lumo_energy_ev": [-5.53, -5.53], "charge": 1, "orbital_gap_ev": [9.025, 9.027], "homo_ev": [-14.557, -14.558]}


{"formula": "C5H4F3NO2", "method": "ωB97M-V/def2-TZVPD", "species": ["F", "C", "C", "H", "C", "F", "H", "N", "H", "O", "F", "H", "C", "C", "O"], "xyz": [[0.5971, 2.1970, 1.7173], [1.7444, 1.6128, 1.4622], [-1.4260, -0.0089, 0.6387], [2.7122, 0.7840, -0.4559], [1.9108, 1.2881, 0.0490], [2.7355, 2.5203, 1.7965], [1.6522, 2.1705, -0.6245], [0.5317, 0.3058, -0.3026], [-0.5931, -1.7541, 1.9792], [-1.1627, 1.8625, -0.8390], [1.9544, 0.6271, 2.2481], [-2.4238, 0.1496, 0.8716], [-0.5920, -0.9547, 1.1067], [-0.7002, 0.8945, -0.2211], [0.6126, -0.7946, 0.5337]], "atomic_forces_ev_per_a": [[-0.9, 0.2, 0.3], [2.7, 2.4, -0.4], [-0.5, 3.4, -1.5], [0.6, -0.4, 0.9], [-4.3, 0.0, -3.9], [-0.2, 0.3, -0.1], [0.3, -0.9, 1.2], [5.9, 1.2, -1.4], [-0.2, 2.1, -2.1], [0.6, 0.8, -0.7], [-0.2, -2.3, 1.8], [-1.6, 0.1, 0.3], [1.0, -5.3, 3.9], [-3.3, -2.2, 2.4], [0.1, 0.7, -0.7]], "lumo_energy_ev": [0.85, -3.16], "charge": 0, "multiplicity": 3, "s_squared": 2.01, "orbital_gap_ev": [6.525, 7.052], "homo_ev": [-5.674, -10.216]}


{"formula": "C5H4F4", "method": "ωB97M-V/def2-TZVPD", "species": ["C", "C", "H", "C", "F", "C", "F", "H", "F", "H", "C", "H", "F"], "xyz": [[0.0065, 0.1342, -1.4511], [-0.1945, -0.3739, -2.8493], [-0.3568, 0.3980, 3.4086], [-1.6093, -0.1541, 1.7798], [1.0268, -0.1556, -3.6289], [-0.7877, 0.3200, 2.4051], [-0.7665, -1.5267, -3.1051], [-0.9168, 0.6258, -1.1327], [-1.1746, 0.5352, -3.5405], [0.7295, 0.4560, 0.5733], [1.0072, 0.0385, -0.4968], [2.0157, -0.4961, -0.6047], [-2.6776, -0.2375, 0.9165]], "atomic_forces_ev_per_a": [[0.8, -0.5, 2.4], [0.4, 3.6, -3.6], [0.3, 0.3, -1.2], [-9.5, -2.3, -7.8], [-2.8, -1.3, 1.7], [6.0, 2.4, 6.9], [1.2, -0.3, 0.7], [0.3, -0.1, 0.0], [2.3, -1.4, 1.8], [0.8, -0.8, -2.6], [-1.2, -0.2, -0.4], [-1.7, 0.9, -0.1], [3.1, -0.4, 2.2]], "lumo_energy_ev": 0.35, "charge": 0, "smiles": "C=CC(F)(F)F.C#CF", "orbital_gap_ev": 11.278, "homo_ev": -10.925}


{"formula": "C5H4F6N3O6PdS2", "method": "ωB97M-V/def2-TZVPD", "species": ["C", "O", "N", "O", "C", "H", "H", "C", "O", "H", "F", "F", "F", "O", "C", "N", "H", "Pd", "F", "O", "S", "S", "N", "C", "O", "F", "F"], "xyz": [[0.9511, 3.7001, 3.4581], [0.7393, 1.8639, 1.6362], [-1.2977, 2.4846, 3.0065], [3.4293, 0.9722, -1.0980], [-3.1900, 0.6071, 3.1684], [2.7892, 0.1855, 1.4478], [1.3828, -1.7107, 1.7272], [2.5622, -0.4277, 0.5777], [-1.9939, 1.2036, 0.9049], [1.1575, -1.8656, 0.1131], [-4.1328, -0.0306, 2.4845], [-3.7429, 1.1705, 4.2445], [-2.2677, -0.2598, 3.5684], [1.1932, 0.6264, -1.0487], [-1.3334, -1.6211, 0.8594], [-1.9243, -2.6127, 0.9051], [3.3897, -1.1165, 0.4039], [-0.2980, -0.0046, 0.8555], [0.5481, 4.0511, 4.6779], [0.6046, 1.1564, 4.0017], [0.2220, 2.0805, 2.9813], [-2.4385, 1.9185, 2.1095], [1.3217, -1.1934, 0.8563], [2.3815, 0.4922, -0.6609], [-3.4748, 2.8705, 1.9001], [0.6034, 4.6476, 2.5969], [2.2773, 3.5816, 3.4640]], "atomic_forces_ev_per_a": [[0.0, 0.0, 0.0], [0.0, 0.0, 0.1], [0.0, -0.1, 0.0], [0.0, 0.0, 0.0], [0.0, 0.0, 0.0], [0.0, 0.0, 0.0], [0.0, 0.0, 0.0], [0.0, 0.0, 0.0], [-0.1, 0.2, 0.1], [0.0, 0.0, 0.0], [0.0, 0.0, 0.0], [0.0, 0.0, 0.0], [0.0, 0.0, 0.0], [0.0, 0.0, 0.0], [-0.1, -0.1, 0.1], [0.1, 0.0, -0.1], [0.0, 0.0, 0.0], [0.1, -0.1, -0.2], [0.0, 0.0, 0.0], [0.0, 0.0, 0.1], [-0.1, 0.1, -0.1], [0.0, 0.0, -0.1], [0.1, 0.0, 0.0], [0.0, 0.0, 0.0], [0.0, 0.0, 0.0], [0.0, 0.0, 0.0], [0.0, 0.0, 0.0]], "lumo_energy_ev": 2.35, "charge": -1, "orbital_gap_ev": 8.219, "homo_ev": -5.865}


Repeat the sixth record exactly.
{"formula": "C5H4F6N3O6PdS2", "method": "ωB97M-V/def2-TZVPD", "species": ["C", "O", "N", "O", "C", "H", "H", "C", "O", "H", "F", "F", "F", "O", "C", "N", "H", "Pd", "F", "O", "S", "S", "N", "C", "O", "F", "F"], "xyz": [[0.9511, 3.7001, 3.4581], [0.7393, 1.8639, 1.6362], [-1.2977, 2.4846, 3.0065], [3.4293, 0.9722, -1.0980], [-3.1900, 0.6071, 3.1684], [2.7892, 0.1855, 1.4478], [1.3828, -1.7107, 1.7272], [2.5622, -0.4277, 0.5777], [-1.9939, 1.2036, 0.9049], [1.1575, -1.8656, 0.1131], [-4.1328, -0.0306, 2.4845], [-3.7429, 1.1705, 4.2445], [-2.2677, -0.2598, 3.5684], [1.1932, 0.6264, -1.0487], [-1.3334, -1.6211, 0.8594], [-1.9243, -2.6127, 0.9051], [3.3897, -1.1165, 0.4039], [-0.2980, -0.0046, 0.8555], [0.5481, 4.0511, 4.6779], [0.6046, 1.1564, 4.0017], [0.2220, 2.0805, 2.9813], [-2.4385, 1.9185, 2.1095], [1.3217, -1.1934, 0.8563], [2.3815, 0.4922, -0.6609], [-3.4748, 2.8705, 1.9001], [0.6034, 4.6476, 2.5969], [2.2773, 3.5816, 3.4640]], "atomic_forces_ev_per_a": [[0.0, 0.0, 0.0], [0.0, 0.0, 0.1], [0.0, -0.1, 0.0], [0.0, 0.0, 0.0], [0.0, 0.0, 0.0], [0.0, 0.0, 0.0], [0.0, 0.0, 0.0], [0.0, 0.0, 0.0], [-0.1, 0.2, 0.1], [0.0, 0.0, 0.0], [0.0, 0.0, 0.0], [0.0, 0.0, 0.0], [0.0, 0.0, 0.0], [0.0, 0.0, 0.0], [-0.1, -0.1, 0.1], [0.1, 0.0, -0.1], [0.0, 0.0, 0.0], [0.1, -0.1, -0.2], [0.0, 0.0, 0.0], [0.0, 0.0, 0.1], [-0.1, 0.1, -0.1], [0.0, 0.0, -0.1], [0.1, 0.0, 0.0], [0.0, 0.0, 0.0], [0.0, 0.0, 0.0], [0.0, 0.0, 0.0], [0.0, 0.0, 0.0]], "lumo_energy_ev": 2.35, "charge": -1, "orbital_gap_ev": 8.219, "homo_ev": -5.865}


What did the third record say?
{"formula": "C5H4ClO", "method": "ωB97M-V/def2-TZVPD", "species": ["O", "H", "H", "C", "H", "H", "C", "C", "Cl", "C", "C"], "xyz": [[1.5114, -0.4952, 0.9286], [-1.9766, 0.1989, -1.3554], [-0.8691, 2.3388, 0.3829], [-1.1415, 0.3234, -0.7894], [1.3676, -2.0731, -0.4939], [-0.4645, -1.4194, -1.7865], [-0.9344, 1.3550, -0.0778], [0.8387, 0.5199, 1.3861], [0.9470, 1.1875, 2.8345], [-0.2164, -0.8606, -0.8490], [0.9377, -1.0751, -0.1801]], "atomic_forces_ev_per_a": [[-0.6, 1.1, 1.7], [-2.5, 0.2, -1.9], [-0.6, -0.4, -0.5], [2.3, -1.7, 1.2], [0.4, 1.6, 0.9], [0.7, -0.1, 1.4], [2.8, 0.6, 3.0], [-2.3, 0.4, -4.0], [1.0, -0.1, 1.3], [0.1, 1.5, -0.5], [-1.4, -3.1, -2.5]], "lumo_energy_ev": [-5.53, -5.53], "charge": 1, "orbital_gap_ev": [9.025, 9.027], "homo_ev": [-14.557, -14.558]}